[1]
Computed, not measured: an isolated ion of composition C4H7N2 and charge +1 at a distorted geometry, with ωB97M-V with the def2-TZVPD basis set.

Properties
Orbital gap in eV: 7.57
E in Ha: -265.69285
ΔE to the lowest compared entry with this formula, charge and spin in eV: 5.8676
LUMO level in eV: -6.39
Net charge: +1

Element x y z (Å)
C: 1.570 0.442 0.019
C: -0.785 -0.767 0.274
C: -2.224 -0.208 -0.268
C: 0.468 -0.106 0.395
N: 2.848 0.178 -0.154
N: -2.443 0.959 0.075
H: 1.653 1.486 0.353
H: -1.086 -1.101 1.226
H: -0.689 -1.601 -0.461
H: -2.791 -1.062 -0.644
H: 3.420 1.009 -0.153
H: -3.339 1.367 -0.215
H: 3.399 -0.596 -0.447

Atomic partial charges in e from the Löwdin method, atoms 1 to 6:
1 C -0.151
2 C -0.107
3 C -0.155
4 C 0.209
5 N 0.136
6 N 0.131

---

[2]
Computed, not measured: C32H38F5IN5O8P2SSi2W as an isolated structure, with ωB97M-V with the def2-TZVPD basis set.

Properties
Expectation value of S²: 2.01
Orbital gap (spin up / spin down) in eV: 5.32 / 6.14
E in Ha: -4642.38481
ΔE to the lowest compared entry with this formula, charge and spin in eV: 0.0000
LUMO level (spin up / spin down) in eV: 1.88 / 1.88
Net charge: -1
Multiplicity: 3

Element x y z (Å)
W: 0.654 0.032 0.260
C: -1.160 -0.616 -4.184
Si: 0.456 -0.388 -3.238
C: 1.036 1.385 -3.344
C: 1.798 -1.365 -4.211
N: 0.366 -0.980 -1.595
C: -0.053 -2.307 -1.437
C: -0.180 -3.230 -2.475
C: -0.596 -4.540 -2.253
C: -0.892 -4.952 -0.970
C: -0.773 -4.048 0.083
C: -0.367 -2.729 -0.119
N: -0.245 -1.769 0.887
Si: -0.548 -2.250 2.537
C: 0.629 -3.607 3.111
C: -2.340 -2.803 2.746
C: -0.304 -0.896 3.811
H: -1.127 -1.461 -4.874
H: -1.375 0.288 -4.759
H: -1.980 -0.761 -3.481
H: 0.610 1.835 -4.245
H: 2.123 1.453 -3.429
H: 0.709 1.984 -2.502
H: 2.456 -0.675 -4.746
H: 1.364 -2.039 -4.953
H: 2.421 -1.992 -3.564
H: 0.041 -2.929 -3.488
H: -0.685 -5.223 -3.090
H: -1.218 -5.966 -0.772
H: -1.014 -4.393 1.078
H: 0.544 -4.548 2.568
H: 0.459 -3.809 4.173
H: 1.659 -3.255 3.002
H: -2.757 -3.246 1.841
H: -2.959 -1.941 3.008
H: -2.431 -3.534 3.556
H: 0.747 -0.722 4.044
H: -0.783 -1.256 4.728
H: -0.769 0.050 3.538
S: 4.282 -2.059 2.265
C: 3.815 -3.067 0.957
C: 2.749 -2.573 0.269
C: 2.269 -1.320 0.781
C: 3.022 -0.942 1.859
C: 2.710 0.270 2.584
C: 3.453 0.764 3.653
C: 3.040 1.912 4.295
C: 1.887 2.549 3.856
C: 1.204 2.008 2.787
N: 1.591 0.899 2.148
H: 4.342 -3.992 0.780
H: 2.296 -3.102 -0.561
H: 4.345 0.235 3.963
H: 3.607 2.309 5.128
H: 1.519 3.450 4.324
H: 0.306 2.488 2.435
C: -1.844 5.411 -1.094
C: -1.149 4.101 -1.480
O: -0.224 4.338 -2.542
P: -2.355 2.865 -2.058
O: -2.945 3.483 -3.407
O: -3.612 3.037 -1.090
O: -1.842 1.496 -2.178
P: -0.217 3.483 -0.007
O: -1.433 3.235 1.013
O: 0.708 4.589 0.348
O: 0.473 2.132 -0.149
H: -2.334 5.823 -1.979
H: -1.089 6.112 -0.738
H: -2.583 5.259 -0.311
H: 0.563 4.723 -2.128
H: -2.851 2.843 -4.124
H: -3.430 2.632 -0.228
H: -1.379 2.270 1.241
F: -6.537 -0.727 1.354
C: -5.240 -0.395 1.288
C: -4.660 0.387 2.270
F: -5.391 0.815 3.308
C: -3.324 0.717 2.178
F: -2.788 1.472 3.156
C: -2.485 0.294 1.130
O: -1.225 0.674 1.156
C: -3.114 -0.481 0.147
F: -2.452 -0.924 -0.914
C: -4.458 -0.817 0.232
F: -5.011 -1.558 -0.733
I: 5.801 3.282 -1.656
C: 4.372 1.815 -1.410
C: 4.380 0.551 -1.957
N: 3.261 -0.045 -1.531
N: 2.529 0.755 -0.758
C: 3.188 1.903 -0.664
H: 5.080 0.054 -2.606
H: 2.889 -0.962 -1.742
H: 2.777 2.727 -0.104

Atomic partial charges in e from the Löwdin method, atoms 1 to 6:
1 W 1.686
2 C -0.174
3 Si 0.431
4 C -0.174
5 C -0.185
6 N -0.194

---

[3]
Computed, not measured: a 2-piece molecular cluster, C4H13N4O overall at a distorted geometry, with ωB97M-V with the def2-TZVPD basis set.

Properties
Orbital gap in eV: 9.56
E in Ha: -454.26823
ΔE to the lowest compared entry with this formula, charge and spin in eV: 1.6201
LUMO level in eV: -3.30
Net charge: +1

Element x y z (Å)
C: -1.229 -0.983 2.752
C: -0.500 -1.461 0.429
N: -0.907 -1.764 -0.796
N: -1.335 -1.579 1.437
N: 0.751 -0.886 0.618
H: -1.865 -2.034 -0.950
H: -0.190 -2.024 -1.462
H: -2.216 -2.045 1.269
H: 1.394 -1.573 1.007
H: 0.757 0.059 0.971
H: -0.557 -1.451 3.459
H: -2.208 -1.016 3.202
H: -1.014 0.085 2.680
C: 2.085 1.536 -1.631
C: 0.609 1.505 -1.943
O: 0.055 0.733 -2.692
N: -0.127 2.384 -1.165
H: -1.112 2.473 -1.363
H: 0.293 3.297 -1.040
H: 2.439 2.577 -1.718
H: 2.565 0.982 -2.428
H: 2.310 1.184 -0.636

Atomic partial charges in e from the Löwdin method, atoms 1 to 6:
1 C -0.030
2 C -0.407
3 N 0.244
4 N 0.060
5 N 0.161
6 H 0.139